No. 1
{"formula": "C2H6NO3", "method": "the ωB97M-V functional and the def2-TZVPD basis", "elements": ["O", "C", "N", "C", "O", "H", "H", "H", "H", "H", "H", "O"], "positions_angstrom": [[0.92325, -0.25399, 1.08613], [0.92584, -0.85526, -0.07581], [-0.08312, -0.88956, -0.95365], [-3.13521, 0.26138, -0.95356], [-3.25101, 1.50468, -1.15955], [1.84029, -1.42997, -0.08727], [-0.64410, -0.09769, -0.90175], [-2.60046, -0.07057, -0.03104], [-3.59531, -0.43634, -1.69203], [3.23189, 0.99586, 0.86985], [2.82019, 0.45700, 2.20000], [3.56775, 0.81446, 1.69868]], "max_force_ev_per_a": 4.26, "homo_ev": -3.58, "total_energy_ev": -9803.2967, "total_charge": -1, "relative_energy_ev": 2.904, "gap_ev": 7.158}

No. 2
{"formula": "C2H6NO3S", "method": "the ωB97M-V functional and the def2-TZVPD basis", "elements": ["C", "C", "N", "O", "O", "O", "S", "H", "H", "H", "H", "H", "H"], "positions_angstrom": [[-0.71567, -1.59992, 0.32478], [-0.80472, 1.98899, -0.21606], [-0.78449, -0.49470, -0.51967], [3.27748, -0.30760, -1.17266], [2.06998, -1.31713, 0.77480], [-0.99017, 0.73112, 0.28088], [2.39047, -0.10740, -0.02014], [0.23173, -1.89331, 0.84846], [-1.39361, -1.51950, 1.13172], [-1.14376, -2.49709, -0.37820], [0.32992, 2.21330, -0.28225], [-1.27323, 2.72835, 0.39529], [-1.19395, 2.07491, -1.16696]], "max_force_ev_per_a": 4.37, "homo_ev": [-1.19, -4.56], "total_energy_ev": -20635.6279, "total_charge": -1, "spin_multiplicity": 3, "relative_energy_ev": 1.139, "gap_ev": [4.975, 8.270]}